Below is a 3-piece molecular cluster, H6O3 overall, with properties calculated with ωB97M-V with the def2-TZVPD basis set.

Cartesian coordinates (Å):
O1 -1.24 -2.00 -0.72
H1 -1.61 -2.47 0.03
H2 -1.40 -2.58 -1.47
O2 -0.03 2.13 0.92
H3 -0.39 2.81 1.49
H4 0.56 1.64 1.49
O3 1.70 0.20 -0.78
H5 1.50 0.48 0.12
H6 0.90 -0.22 -1.08

Results
- Energy above the lowest of the compared OMol25 structures with the same formula, charge and spin: 15.1 kcal per mole
- HOMO level: -11.0 eV
- Frontier orbital gap: 11.6 eV
- Net charge: 0
- Molecular weight: 54.0 g mol⁻¹

From a Mulliken analysis of the wavefunction, the atomic charges in e read:
1 O -0.61
2 H 0.31
3 H 0.31
4 O -0.60
5 H 0.30
6 H 0.30
7 O -0.61
8 H 0.27
9 H 0.32

***

Below is one molecule with the formula C4H6N2 in a non-equilibrium geometry, with properties calculated with ωB97M-V with the def2-TZVPD basis set.

Cartesian coordinates (Å):
N1 -1.77 -0.47 0.97
C1 -0.60 -0.19 0.23
C2 -0.28 -0.05 -1.11
C3 1.08 0.37 -1.18
C4 1.58 0.38 0.09
N2 0.54 0.05 0.94
H1 -2.15 0.38 1.38
H2 -2.50 -0.87 0.38
H3 -0.68 -0.56 -1.96
H4 1.58 0.64 -2.10
H5 2.59 0.50 0.44
H6 0.62 -0.17 1.92

Results
- Energy above the lowest of the compared OMol25 structures with the same formula, charge and spin: 15.4 kcal per mole
- HOMO level: -7.7 eV
- Frontier orbital gap: 8.8 eV
- Net charge: 0
- Molecular weight: 82.1 g mol⁻¹

From a Mulliken analysis of the wavefunction, the atomic charges in e read:
1 N -0.58
2 C 0.27
3 C -0.62
4 C -0.21
5 C -0.62
6 N -0.06
7 H 0.25
8 H 0.26
9 H 0.31
10 H 0.39
11 H 0.37
12 H 0.24

***

Below is C22H25BaClNO as an isolated structure in a non-equilibrium geometry, with properties calculated with ωB97M-V with the def2-TZVPD basis set.

Cartesian coordinates (Å):
C1 1.39 -1.79 3.18
C2 1.28 -0.43 2.75
C3 0.00 -0.24 2.16
H1 2.07 0.33 2.83
C4 -0.72 -1.49 2.25
C5 0.14 -2.45 2.88
H2 -1.65 -1.74 1.67
C6 3.54 -2.15 -0.31
C7 3.64 -1.04 0.58
C8 2.85 0.03 0.05
H3 4.18 -1.03 1.55
C9 2.26 -0.41 -1.17
C10 2.70 -1.77 -1.42
H4 -0.37 0.68 1.66
H5 0.00 -3.56 2.85
H6 2.30 -2.28 3.57
H7 2.19 -2.50 -2.11
H8 2.69 1.02 0.52
H9 3.88 -3.19 -0.08
Ba1 1.01 -2.21 0.46
C11 1.27 0.35 -2.04
C12 1.68 0.04 -3.47
C13 1.38 1.84 -1.73
H10 2.74 0.29 -3.59
H11 1.08 0.62 -4.16
H12 1.56 -1.03 -3.69
H13 2.41 2.16 -1.89
H14 1.10 2.06 -0.69
H15 0.72 2.40 -2.40
C14 -0.19 -0.13 -1.75
C15 -1.28 0.43 -2.66
H16 -0.46 0.13 -0.71
H17 -0.25 -1.24 -1.83
O1 -1.11 0.96 -3.75
N1 -2.55 0.30 -2.16
C16 -2.93 -0.15 -0.82
H18 -3.27 0.71 -2.73
C17 -2.90 0.93 0.24
C18 -3.34 0.60 1.53
H19 -3.69 -0.41 1.73
C19 -3.33 1.55 2.54
H20 -3.69 1.28 3.54
C20 -2.86 2.85 2.29
H21 -2.85 3.59 3.08
C21 -2.41 3.17 1.01
H22 -2.04 4.18 0.80
C22 -2.42 2.22 -0.01
H23 -2.08 2.48 -1.01
H24 -2.28 -0.99 -0.51
H25 -3.95 -0.56 -0.89
Cl1 2.57 -4.41 1.86

Results
- HOMO level: -4.0 eV
- Frontier orbital gap: 6.1 eV
- Net charge: -1
- Molecular weight: 492.2 g mol⁻¹

From a Mulliken analysis of the wavefunction, the atomic charges in e read:
1 C -0.27
2 C -0.78
3 C 0.05
4 H 0.42
5 C -0.66
6 C -0.66
7 H 0.39
8 C -1.10
9 C -0.27
10 C -0.78
11 H 0.31
12 C -1.20
13 C -0.26
14 H 0.10
15 H 0.37
16 H 0.23
17 H 0.28
18 H 0.37
19 H 0.40
20 Ba 1.56
21 C 3.50
22 C -2.01
23 C -2.22
24 H 0.46
25 H 0.49
26 H 0.32
27 H 0.46
28 H 0.25
29 H 0.49
30 C -0.83
31 C 0.07
32 H -0.11
33 H 0.65
34 O -0.69
35 N -0.03
36 C -1.00
37 H 0.29
38 C 0.87
39 C -0.28
40 H 0.36
41 C -0.59
42 H 0.37
43 C -0.46
44 H 0.37
45 C -0.64
46 H 0.39
47 C -0.13
48 H 0.35
49 H 0.01
50 H 0.52
51 Cl -0.72

***

Below is one molecule with the formula C5H7NO in a non-equilibrium geometry, with properties calculated with ωB97M-V with the def2-TZVPD basis set.

Cartesian coordinates (Å):
C1 -0.97 -0.60 -1.05
C2 -0.47 0.33 0.04
O1 -1.18 1.53 0.18
C3 0.18 -0.17 1.29
C4 1.02 0.52 0.24
C5 1.96 -0.28 -0.51
N1 2.67 -0.97 -1.11
H1 -1.67 -0.04 -1.68
H2 -1.49 -1.48 -0.66
H3 -0.16 -0.95 -1.70
H4 -1.87 1.38 0.84
H5 0.33 -1.24 1.42
H6 0.01 0.39 2.20
H7 1.34 1.54 0.44

Results
- Energy above the lowest of the compared OMol25 structures with the same formula, charge and spin: 32.1 kcal per mole
- HOMO level: -10.5 eV
- Frontier orbital gap: 11.1 eV
- Net charge: 0
- Molecular weight: 97.1 g mol⁻¹

From a Mulliken analysis of the wavefunction, the atomic charges in e read:
1 C -1.41
2 C 1.10
3 O -0.57
4 C -0.91
5 C -0.19
6 C 0.03
7 N -0.46
8 H 0.37
9 H 0.30
10 H 0.36
11 H 0.36
12 H 0.29
13 H 0.31
14 H 0.41

***

Below is C28H47BrNOP3Sn as an isolated structure in a non-equilibrium geometry, with properties calculated with ωB97M-V with the def2-TZVPD basis set.

Cartesian coordinates (Å):
C1 -0.09 4.79 -3.48
C2 -0.25 3.51 -4.06
C3 -0.47 3.46 -5.45
C4 -0.51 4.66 -6.17
N1 -0.33 5.85 -5.59
C5 -0.13 5.94 -4.28
C6 -0.36 2.37 -3.17
C7 -0.85 2.27 -1.96
C8 -1.76 2.51 -0.88
C9 -1.35 2.15 0.41
C10 -2.31 1.86 1.37
C11 -3.67 1.94 1.05
C12 -4.08 2.32 -0.23
C13 -3.13 2.67 -1.18
Sn1 0.01 0.31 -2.00
P1 2.26 -1.34 0.65
H1 -0.65 2.50 -5.95
H2 0.02 4.91 -2.40
H3 -0.69 4.64 -7.24
H4 -0.01 6.93 -3.85
H5 -3.43 2.96 -2.20
H6 -0.28 2.02 0.64
H7 -5.14 2.33 -0.47
H8 -2.01 1.54 2.36
C14 2.34 -2.90 1.65
C15 3.56 -3.82 1.55
H9 1.43 -3.47 1.38
H10 2.19 -2.59 2.70
H11 3.48 -4.60 2.33
H12 3.59 -4.35 0.59
H13 4.51 -3.30 1.71
C16 3.34 -1.71 -0.80
C17 3.59 -0.48 -1.67
H14 2.84 -2.50 -1.38
H15 4.29 -2.14 -0.43
H16 4.08 -0.78 -2.60
H17 2.64 0.03 -1.96
H18 4.23 0.25 -1.16
C18 3.33 -0.20 1.63
C19 4.78 -0.56 1.87
H19 2.80 -0.07 2.59
H20 3.26 0.77 1.11
H21 5.27 0.27 2.40
H22 4.90 -1.44 2.52
H23 5.35 -0.72 0.95
Br1 -4.95 1.60 2.36
P2 -1.76 -2.01 -1.49
C20 0.01 -2.56 -1.49
C21 0.27 -4.08 -1.52
H24 0.49 -2.12 -0.58
H25 0.50 -2.14 -2.40
H26 1.35 -4.26 -1.54
H27 -0.16 -4.59 -0.65
H28 -0.16 -4.50 -2.44
C22 -2.25 -2.25 0.27
C23 -3.47 -3.15 0.53
H29 -2.44 -1.24 0.67
H30 -1.38 -2.66 0.81
H31 -3.65 -3.22 1.62
H32 -4.39 -2.76 0.08
H33 -3.32 -4.17 0.17
C24 -2.92 -0.64 -1.99
C25 -3.32 -0.73 -3.47
H34 -2.50 0.35 -1.75
H35 -3.82 -0.72 -1.35
H36 -3.73 0.23 -3.82
H37 -2.47 -1.01 -4.11
H38 -4.11 -1.49 -3.58
C26 1.23 -0.42 5.22
P3 0.12 0.45 4.09
C27 -1.51 0.36 4.87
C28 0.62 2.19 4.11
O1 0.13 -0.12 2.70
H39 1.11 -1.50 5.07
H40 0.98 -0.17 6.26
H41 2.28 -0.15 5.03
H42 -1.49 0.91 5.82
H43 -2.28 0.79 4.22
H44 -1.75 -0.70 5.05
H45 1.68 2.28 3.83
H46 0.01 2.75 3.39
H47 0.48 2.63 5.11

Results
- Energy above the lowest of the compared OMol25 structures with the same formula, charge and spin: 115.7 kcal per mole
- HOMO level (alpha / beta): -19.1 / -19.0 eV
- Frontier orbital gap (alpha / beta): 4.2 / 4.3 eV
- Net charge: +4
- Molecular weight: 705.2 g mol⁻¹

From a Mulliken analysis of the wavefunction, the atomic charges in e read:
1 C -0.45
2 C 0.78
3 C -0.34
4 C -0.41
5 N -0.41
6 C -0.40
7 C -0.51
8 C 0.35
9 C -0.16
10 C -0.10
11 C 0.34
12 C -0.03
13 C -0.53
14 C -0.50
15 Sn 0.96
16 P 0.86
17 H 0.45
18 H 0.44
19 H 0.40
20 H 0.39
21 H 0.58
22 H 0.90
23 H 0.53
24 H -0.58
25 C -0.18
26 C -1.36
27 H 0.20
28 H 0.22
29 H 0.44
30 H 0.33
31 H 0.29
32 C -0.48
33 C -0.92
34 H 0.30
35 H 0.54
36 H 0.45
37 H -0.21
38 H 0.32
39 C 0.18
40 C -1.40
41 H -0.25
42 H 0.48
43 H 0.43
44 H 0.30
45 H 0.35
46 Br 0.05
47 P 0.37
48 C 0.61
49 C -1.54
50 H -0.74
51 H 0.53
52 H 0.37
53 H 0.37
54 H 0.49
55 C 0.26
56 C -1.35
57 H 0.14
58 H 0.09
59 H 0.43
60 H 0.34
61 H 0.38
62 C 1.12
63 C -1.40
64 H -1.17
65 H 0.54
66 H 0.41
67 H 0.33
68 H 0.42
69 C -1.18
70 P 0.78
71 C -0.96
72 C -1.11
73 O -0.38
74 H 0.33
75 H 0.42
76 H 0.37
77 H 0.45
78 H 0.21
79 H 0.37
80 H 0.36
81 H 0.29
82 H 0.41